Record 1
This record from the Open Molecules 2025 dataset describes C4H3AgO4 as an isolated structure at a distorted geometry. The level of theory is wB97M-V/def2-TZVPD.

For the gap between HOMO and LUMO (spin up / spin down), the calculation gives 5.439 / 6.012 eV. Its expectation value of S² is 2.019. As for the spin multiplicity: 3.

```
12
Properties=species:S:1:pos:R:3:forces:R:3
C -1.13968 0.14327 -0.37572 -3.1 2.4 1.2
C -0.33975 -0.91102 -0.69361 1.8 -2.5 -0.9
H -0.61067 -1.64527 -1.45610 -0.2 0.3 0.2
O -2.50622 -0.80323 1.37657 1.1 -1.0 2.4
C -2.02057 0.28770 0.76374 -1.7 -0.6 -4.5
O -2.90516 1.13304 0.37257 -0.5 1.1 1.4
H -3.14914 -1.24569 0.80853 0.0 0.3 -0.1
O 0.83959 -1.20773 -0.07236 -0.6 -0.4 -0.5
C 1.84380 -0.25989 -0.13079 0.5 2.1 2.2
O 2.54298 -0.18911 0.88084 0.0 -1.0 -1.2
Ag 1.57854 1.92245 0.01985 -0.2 -0.3 -0.5
H -2.16615 0.89644 -0.98458 2.9 -0.5 0.3
```
Positions in Å, forces in eV/Å.

Results of the Löwdin charge analysis, in e, for atoms 1 through 5:
1 C -0.0153
2 C -0.1630
3 H 0.1306
4 O 0.0610
5 C -0.4925

=====

Record 2
This record from the Open Molecules 2025 dataset describes a 13-piece molecular cluster, C64H146O38P6S7 overall at a distorted geometry. The level of theory is wB97M-V/def2-TZVPD.

As for the total charge: -1. For the gap between HOMO and LUMO (spin up / spin down), the calculation gives 1.216 / 9.388 eV. Its expectation value of S² is 0.751. As for the spin multiplicity: 2.

```
261
Properties=species:S:1:pos:R:3:forces:R:3
C -3.84197 -1.08012 -2.35248 -1.1 -0.6 -0.5
C -2.52648 -1.74430 -2.70955 1.0 -0.4 0.7
C -2.08439 -1.45784 -4.14344 -1.3 1.6 -0.3
S -2.81679 0.22474 -4.44615 -1.2 1.6 -0.4
O -3.67806 0.15576 -5.63864 0.8 -0.2 1.3
O -1.85925 1.33990 -4.41513 -0.5 -1.3 0.2
C -3.93348 0.32171 -2.90218 1.2 -0.7 -0.2
H -4.00672 -1.05151 -1.27539 0.2 -0.1 0.1
H -4.65226 -1.68269 -2.76290 -0.2 -0.1 -0.1
H -2.65607 -2.80450 -2.49213 0.3 -0.2 -0.3
H -1.78074 -1.38337 -2.00125 0.2 0.0 -0.2
H -2.62430 -2.00212 -4.91827 0.2 -0.4 0.2
H -1.03935 -1.33086 -4.42604 0.0 -0.3 0.6
H -4.96979 0.59421 -3.10196 0.4 0.3 -0.4
H -3.47120 0.90665 -2.10705 0.1 0.8 -0.7
C 4.48367 -1.14406 -2.44085 0.1 -0.1 -0.7
C 5.84749 -1.75810 -2.99060 0.4 1.4 0.0
C 7.02539 -1.13038 -2.16074 -1.7 -0.4 -0.1
S 6.51527 0.59406 -2.07259 0.4 0.0 1.0
O 6.76250 1.22061 -3.37821 -0.5 -0.4 1.4
O 7.05857 1.12971 -0.81542 -0.3 0.2 -1.6
C 4.72633 0.25041 -1.76530 0.9 -1.2 -0.1
H 3.99345 -1.83354 -1.75354 0.5 0.0 0.5
H 3.70405 -1.07516 -3.19949 0.3 0.2 -0.5
H 6.05404 -1.39107 -3.99595 -0.4 0.3 -0.2
H 5.89355 -2.83407 -3.15870 -0.3 -0.1 0.8
H 8.01953 -1.25688 -2.58945 -0.2 0.2 0.0
H 7.00026 -1.43748 -1.11520 0.2 -0.2 0.0
H 4.10820 1.11802 -1.99609 0.1 -0.2 -0.6
H 4.61968 0.07432 -0.69492 0.4 0.4 0.1
C -4.26953 -1.48562 5.52543 -0.5 0.4 -0.5
C -3.94508 -0.23901 4.70756 1.2 0.7 -0.4
C -2.84291 0.57532 5.47397 -0.8 -0.5 0.2
S -3.20527 0.30555 7.31852 -1.7 0.4 -3.3
O -4.08355 1.34340 7.82567 0.6 -0.3 0.1
O -1.94510 0.01094 7.91401 0.8 -0.4 1.1
C -4.29716 -1.16229 6.98905 0.7 0.1 1.2
H -3.56338 -2.28708 5.30837 -0.2 0.1 0.0
H -5.28384 -1.77753 5.25331 0.2 -0.5 -0.2
H -4.82082 0.32865 4.39305 -0.2 0.4 0.8
H -3.59480 -0.54684 3.72234 0.5 -0.2 0.1
H -2.74320 1.62877 5.21241 -0.5 0.1 0.3
H -1.83949 0.18995 5.29304 -0.1 -0.4 0.2
H -5.28351 -0.87209 7.35099 0.1 0.1 0.0
H -3.92734 -2.01478 7.55878 0.0 0.2 0.3
C -4.17393 -6.22459 0.90034 2.0 0.0 0.9
C -5.20012 -5.39500 0.18154 -0.2 1.2 -0.6
C -4.55043 -4.05974 -0.15305 2.0 0.9 0.4
S -3.26901 -3.68782 1.27940 -2.1 -2.3 -1.0
O -3.83915 -2.70965 2.19468 1.0 0.2 -0.5
O -1.92610 -3.66687 0.72064 -0.7 0.7 0.5
C -3.58209 -5.34700 2.02148 -1.1 0.9 -0.2
H -3.28891 -6.44713 0.30427 -0.4 -0.4 -0.8
H -4.49527 -7.14866 1.38093 -0.3 0.0 -0.4
H -6.08436 -5.15754 0.77302 -0.1 -0.5 0.2
H -5.51241 -5.76900 -0.79350 -0.1 -0.5 0.2
H -5.18058 -3.19862 -0.37551 -0.2 -0.1 0.6
H -3.88702 -4.14059 -1.01413 0.1 -0.2 0.0
H -4.44877 -5.14576 2.65115 0.3 0.2 0.7
H -2.72896 -5.71908 2.58877 0.0 0.0 -0.2
C 1.72289 1.47000 -6.70071 -0.6 0.1 -0.1
C 2.59226 0.60401 -5.83388 0.3 0.5 1.9
C 3.96591 1.21193 -5.78625 1.1 0.6 -1.3
S 3.69945 3.05697 -5.73322 1.2 -1.5 -2.8
O 4.63842 3.74489 -6.66228 -2.0 -1.1 1.8
O 3.58698 3.41538 -4.36119 0.3 0.9 1.5
C 1.97281 2.96990 -6.34628 0.7 -0.4 -0.9
H 0.70764 1.17109 -6.43992 -0.2 0.4 -0.3
H 1.90287 1.15278 -7.72789 0.0 0.8 -0.3
H 2.62182 -0.44227 -6.13805 -0.1 0.1 0.1
H 2.14775 0.71874 -4.84528 0.0 -0.7 0.4
H 4.46615 0.94429 -6.71696 0.0 0.6 -0.5
H 4.73951 0.90668 -5.08164 -0.6 0.2 0.8
H 1.93644 3.65357 -7.19443 -0.1 -0.2 -0.1
H 1.34494 3.37483 -5.55261 0.0 -0.3 0.0
C 1.96157 -6.69253 -0.63044 -1.3 -1.6 -0.3
C 1.54010 -6.55192 0.82739 -0.9 -0.6 0.2
C 0.00507 -6.52750 0.84293 -0.2 0.7 -1.2
S -0.57089 -7.83897 -0.42264 2.1 0.8 2.1
O -1.59680 -7.33060 -1.32858 0.3 -0.7 0.9
O -0.66152 -9.07236 0.37885 -0.7 1.1 -1.4
C 1.03779 -7.83780 -1.26719 0.6 1.1 -0.2
H 3.00019 -6.94715 -0.84148 0.0 0.1 0.3
H 1.76876 -5.71989 -1.08309 0.0 -0.1 -0.3
H 1.92115 -5.58406 1.15316 0.0 -0.2 0.6
H 1.73484 -7.36748 1.52384 1.1 0.0 -0.3
H -0.25642 -5.52907 0.49242 -0.7 -0.1 -0.3
H -0.41556 -6.67455 1.83769 -0.2 -0.4 -0.2
H 0.83983 -7.62598 -2.31793 0.0 -0.1 0.0
H 1.52096 -8.81054 -1.17556 -0.3 0.0 0.2
C -2.26651 4.39840 3.44093 -1.1 1.0 1.1
C -2.93910 5.22933 2.28497 -0.8 -1.2 -0.7
C -1.94348 5.42317 1.08259 -0.5 -0.4 1.1
S -0.42515 5.74281 1.98305 3.7 -0.4 2.8
O -0.40654 7.05511 2.68589 -0.7 -1.8 -1.8
O 0.84891 5.31589 1.32487 -2.8 0.9 0.5
C -0.77771 4.45998 3.35454 0.5 0.0 -1.5
H -2.61881 3.37622 3.57931 0.0 -0.2 -1.1
H -2.60220 4.77197 4.40832 0.0 0.7 0.0
H -3.48940 6.12873 2.56130 0.9 0.4 0.5
H -3.78112 4.61201 1.97191 0.2 -0.2 -0.6
H -2.15259 6.17555 0.32213 0.0 0.3 0.5
H -1.83540 4.47818 0.55023 0.2 -0.1 0.1
H -0.26093 4.65659 4.29390 0.1 0.6 -0.3
H -0.40775 3.49650 3.00394 0.3 0.1 -0.3
C 0.24387 -3.32118 8.39794 -0.7 0.5 -0.1
C -1.14094 -3.78461 8.81811 1.2 -0.2 1.3
O -2.09835 -3.78483 7.75781 -0.3 0.3 -0.4
P -1.85620 -4.78749 6.57364 0.1 -3.7 -2.0
O -1.57575 -6.20875 6.97260 0.1 2.4 -0.1
O -0.71019 -4.19054 5.58718 -0.6 -0.6 2.3
C -0.88758 -3.21368 4.60757 -1.3 0.1 -2.8
C 0.02540 -3.49639 3.41917 0.3 0.1 0.8
O -3.18424 -4.75594 5.64206 1.0 0.6 0.2
C -4.23109 -5.74629 5.62859 -1.2 1.1 0.9
C -5.53571 -4.97341 5.63168 -1.1 0.3 0.4
H 0.80205 -3.04750 9.29329 0.1 -0.1 0.0
H 0.79443 -4.06956 7.82795 -0.1 0.1 -0.1
H 0.03880 -2.41838 7.82262 0.6 0.1 -0.2
H -1.00791 -4.76669 9.27188 -0.6 -0.3 -0.2
H -1.51859 -3.12235 9.59714 -0.2 0.1 -0.3
H -1.90281 -3.32120 4.22567 -0.3 0.2 0.1
H -0.77112 -2.15165 4.82353 0.2 -0.1 1.2
H 0.07079 -4.55924 3.18173 -0.1 0.0 0.0
H -0.33808 -2.94456 2.55229 0.2 0.0 0.0
H 1.01738 -3.16528 3.72650 0.2 0.0 -0.5
H -4.31679 -6.34890 4.72439 1.2 -0.1 0.0
H -4.18214 -6.33669 6.54354 0.3 -0.3 -0.3
H -5.79872 -4.48783 6.57143 0.5 0.1 0.3
H -5.60869 -4.19060 4.87672 0.3 -0.2 -0.2
H -6.39149 -5.63255 5.48585 0.1 -0.3 -0.3
C -6.88155 6.65537 0.57336 -0.8 -0.8 -1.2
C -5.66603 5.77570 0.13234 -0.9 0.7 0.9
O -5.89762 5.22151 -1.19774 1.5 -1.0 0.4
P -4.83490 4.00631 -1.58827 0.3 0.5 -1.1
O -4.09019 3.35778 -0.48684 -0.5 0.8 -0.6
O -5.73356 2.95504 -2.40034 1.6 1.2 1.2
C -6.64319 3.47978 -3.35011 0.0 -0.9 -1.1
C -7.99475 3.36066 -2.80220 -1.7 1.0 1.0
O -3.91872 4.73469 -2.75591 -3.1 -1.4 0.7
C -2.58299 4.99235 -2.59515 3.7 0.0 -0.6
C -1.70176 4.89119 -3.91612 -1.0 0.1 0.6
H -7.19404 7.51026 -0.02632 1.2 0.4 -0.3
H -7.76209 6.05663 0.34042 -0.1 -0.6 0.5
H -6.95980 6.97324 1.61304 0.6 -0.4 0.0
H -4.71451 6.30033 0.21881 0.0 0.2 -0.5
H -5.56442 4.94395 0.82946 -0.3 0.0 0.0
H -6.42886 4.51689 -3.60810 0.2 -0.1 -0.1
H -6.57129 2.84343 -4.23215 0.4 0.2 -0.2
H -8.06727 4.07346 -1.98076 -0.3 0.3 0.0
H -8.69428 3.66061 -3.58244 -0.3 -0.1 0.1
H -8.30138 2.43114 -2.32258 0.4 -0.4 -0.6
H -2.46906 5.95149 -2.08999 0.2 0.1 -0.1
H -2.08654 4.20544 -2.02733 -0.3 0.1 0.7
H -0.64705 5.10695 -3.74550 0.0 0.2 0.7
H -1.69885 3.84244 -4.21311 -0.4 0.1 -0.4
H -1.99514 5.57178 -4.71540 -0.3 -0.2 0.0
C 2.46313 -2.54750 0.76001 -0.5 -1.1 0.6
C 1.49534 -2.14610 -0.33198 1.0 0.2 0.6
O 1.47962 -0.70240 -0.22334 -0.4 0.9 -1.5
P 0.72125 0.19300 -1.32924 0.6 -1.0 -0.7
O 0.74176 -0.33619 -2.73594 -0.3 0.8 2.2
O -0.72872 0.36520 -0.70083 -0.4 -0.1 -1.2
C -0.92884 0.97535 0.56772 -0.6 -1.3 1.4
C -1.24240 -0.11035 1.64732 0.3 1.1 -0.5
O 1.41442 1.61278 -1.08587 -0.1 -2.5 0.5
C 0.94320 2.71582 -1.82236 0.9 0.8 0.0
C 2.06059 3.70910 -1.67965 0.0 1.7 -0.3
H 2.02600 -2.37800 1.74403 0.0 0.2 0.0
H 2.62419 -3.62295 0.68531 0.1 -0.1 0.0
H 3.45317 -2.09174 0.77393 -0.2 0.3 -0.6
H 1.85140 -2.54554 -1.28159 0.1 0.6 -0.4
H 0.49128 -2.54759 -0.19493 -0.1 0.1 0.3
H -0.00703 1.47671 0.86270 -0.1 0.3 0.1
H -1.77876 1.65560 0.51290 0.1 0.2 -0.4
H -0.32858 -0.69717 1.74045 -0.3 -0.2 0.4
H -1.47173 0.43550 2.56250 0.5 0.0 0.3
H -2.13277 -0.72471 1.51355 0.2 -0.1 -0.8
H 0.90743 2.50511 -2.89120 -0.6 -0.5 0.0
H -0.01376 3.01455 -1.39445 -0.1 0.3 -0.3
H 2.00132 4.35471 -2.55588 0.4 0.1 -0.1
H 2.03977 4.40398 -0.84012 -0.3 -0.4 0.4
H 3.03484 3.22049 -1.66552 -0.2 -0.1 -0.3
C 0.06793 -4.26815 -3.01439 1.6 0.0 -0.9
C 1.12182 -3.61342 -3.97083 -0.9 0.6 0.7
O 1.29488 -4.31795 -5.18736 -0.3 -0.9 -1.6
P 0.15618 -4.65458 -6.28251 -0.4 1.9 1.5
O -0.87647 -3.55786 -6.37447 1.3 -2.3 0.0
O -0.37155 -6.11719 -5.77472 0.0 2.1 -0.5
C 0.59831 -7.11653 -5.45796 1.3 -0.7 -2.3
C 0.00603 -8.44969 -5.80469 -1.2 -0.6 0.5
O 1.03204 -4.86309 -7.61186 -0.5 -2.0 1.6
C 1.45420 -3.80561 -8.42376 -1.3 1.5 -1.2
C 0.44944 -3.67440 -9.59890 -0.1 0.9 0.0
H 0.57961 -5.16411 -2.66289 -0.4 -0.2 0.2
H -0.13763 -3.63984 -2.14774 -0.1 0.1 -0.2
H -0.82945 -4.56065 -3.55960 -0.1 0.2 0.1
H 0.88616 -2.57281 -4.19372 -0.2 0.0 0.0
H 2.13239 -3.60421 -3.56246 -0.1 -0.1 0.4
H 1.36901 -7.00092 -6.22002 0.5 0.1 0.1
H 1.15977 -7.07477 -4.52462 -0.8 0.5 0.4
H 0.73377 -9.26063 -5.77503 0.1 0.1 0.1
H -0.83925 -8.70259 -5.16467 0.1 -0.1 0.5
H -0.48508 -8.43475 -6.77767 0.5 0.2 -0.3
H 1.48514 -2.90593 -7.80916 -0.2 0.3 -0.2
H 2.46426 -3.91698 -8.81807 0.0 -0.7 0.3
H 0.62968 -2.77522 -10.18805 0.7 0.0 -0.2
H 0.40763 -4.52968 -10.27333 0.4 -0.1 0.2
H -0.57970 -3.46020 -9.31071 0.0 -0.4 0.8
C 6.55057 10.67261 0.45225 -0.2 0.7 0.2
C 5.83051 9.34416 0.22348 1.7 0.0 1.2
O 5.26854 9.38354 -1.06068 -0.3 -0.4 -0.7
P 4.58309 8.12734 -1.75186 1.1 -1.6 -1.1
O 3.88093 8.44781 -3.00396 0.3 0.2 0.7
O 3.69027 7.45317 -0.62753 1.9 0.1 -0.2
C 2.60094 8.14085 -0.07004 -2.4 -1.8 -0.3
C 1.38942 7.63395 -0.88343 -0.6 0.8 -0.2
O 5.80039 7.03624 -1.89914 -1.7 2.1 0.2
C 5.64111 5.93965 -2.82200 0.7 -0.8 0.5
C 5.95263 4.67490 -2.02386 -0.4 -0.6 -0.8
H 6.96920 10.79525 1.45115 -0.4 -0.3 0.3
H 7.41778 10.85026 -0.18374 -0.1 -0.6 -0.4
H 5.91103 11.53044 0.24439 -0.3 -0.1 0.2
H 6.59753 8.58585 0.38081 0.2 -0.4 -0.9
H 5.13366 9.00671 0.99070 -0.6 0.8 0.0
H 2.45341 7.67583 0.90468 0.3 0.7 0.4
H 2.69583 9.22670 -0.07351 0.1 -0.1 0.1
H 1.44674 6.56597 -1.09379 0.5 0.1 0.0
H 0.43356 7.73324 -0.36905 0.0 0.4 0.3
H 1.30938 8.18945 -1.81784 0.1 -0.2 -0.1
H 4.68960 5.90709 -3.35273 -0.3 0.2 0.5
H 6.37421 6.06700 -3.61852 0.2 0.1 0.1
H 5.67710 3.82804 -2.65236 0.2 -0.2 -0.2
H 7.00908 4.57134 -1.77629 0.0 0.2 0.0
H 5.36703 4.51547 -1.11846 -0.1 0.6 0.1
C 3.61712 1.79180 1.70435 -1.3 -0.2 -0.7
C 2.72789 2.48234 2.74261 0.1 0.6 -1.7
O 2.97962 1.93510 4.02453 -1.5 -1.1 2.1
P 2.02910 0.64373 4.46146 3.1 0.3 1.0
O 0.64227 0.67883 3.98590 0.4 -0.3 0.0
O 3.00642 -0.55342 3.99256 -2.0 0.7 -0.8
C 4.20409 -0.89618 4.66464 0.9 -1.1 -0.5
C 5.28777 -1.30795 3.64047 -1.3 0.9 0.8
O 2.22015 0.49829 6.08443 0.7 2.8 -3.5
C 1.55453 -0.48350 6.78780 0.6 -0.6 1.8
C 1.65256 0.04396 8.20557 -1.2 0.5 0.7
H 3.21301 1.92710 0.70110 -0.3 0.4 -0.1
H 4.63470 2.17340 1.62076 0.1 -0.3 0.6
H 3.49717 0.71560 1.82881 0.7 -0.1 0.2
H 2.89567 3.55449 2.64028 0.5 0.2 1.0
H 1.65734 2.47278 2.53787 -0.1 -0.8 -0.3
H 4.64791 -0.08514 5.24199 -0.5 0.1 0.2
H 3.92639 -1.75796 5.27153 0.3 0.1 0.4
H 5.52818 -0.36056 3.15800 0.6 -0.3 -0.3
H 6.09467 -1.69208 4.26453 0.3 -0.1 -0.5
H 4.90962 -2.02267 2.90953 0.2 -0.1 0.2
H 0.53100 -0.57386 6.42402 0.0 -0.5 0.2
H 2.18064 -1.37567 6.77685 -0.5 -0.6 -0.6
H 0.96685 0.89053 8.24036 0.0 0.1 0.3
H 1.34669 -0.64720 8.99097 -0.1 -0.2 -0.2
H 2.63717 0.43199 8.46651 0.1 -0.3 -0.4
```
Positions in Å, forces in eV/Å.

Results of the Löwdin charge analysis, in e, for atoms 1 through 5:
1 C -0.2567
2 C -0.2230
3 C -0.1750
4 S 0.7430
5 O -0.3669

=====

Record 3
This record from the Open Molecules 2025 dataset describes the molecule C5H4BrFO at a distorted geometry. The level of theory is wB97M-V/def2-TZVPD.

For the gap between HOMO and LUMO, the calculation gives 9.527 eV. The structure (SMILES) is Cc1coc(F)c1Br.

```
12
Properties=species:S:1:pos:R:3:forces:R:3
C 0.65373 1.20252 0.00837 0.2 0.8 0.3
C 0.24727 -0.05120 -0.21179 1.2 -0.6 -2.0
C -1.04747 -0.09792 0.26140 -3.0 0.0 2.2
C -1.29852 1.12920 0.85493 -2.7 -1.2 0.8
C 0.99199 -1.21264 -0.82980 -1.3 -0.4 -1.4
O -0.32148 1.91595 0.66079 2.2 1.6 -0.3
F -2.27714 1.71098 1.62154 1.1 -1.5 -1.4
Br -2.04634 -1.69052 0.46093 -0.1 0.5 -0.1
H 1.54777 1.74046 -0.13157 0.7 0.3 -0.3
H 1.71084 -1.41000 -0.11513 2.3 -0.4 1.1
H 0.37397 -2.15396 -0.68909 0.4 1.2 -1.0
H 1.46539 -1.08289 -1.89057 -1.2 -0.2 2.1
```
Positions in Å, forces in eV/Å.

Results of the Löwdin charge analysis, in e, for atoms 1 through 5:
1 C -0.0431
2 C -0.3251
3 C -0.5833
4 C -0.3609
5 C -0.0426

=====

What did the third record say?
This record from the Open Molecules 2025 dataset describes the molecule C5H4BrFO at a distorted geometry. The level of theory is wB97M-V/def2-TZVPD.

For the gap between HOMO and LUMO, the calculation gives 9.527 eV. The structure (SMILES) is Cc1coc(F)c1Br.

```
12
Properties=species:S:1:pos:R:3:forces:R:3
C 0.65373 1.20252 0.00837 0.2 0.8 0.3
C 0.24727 -0.05120 -0.21179 1.2 -0.6 -2.0
C -1.04747 -0.09792 0.26140 -3.0 0.0 2.2
C -1.29852 1.12920 0.85493 -2.7 -1.2 0.8
C 0.99199 -1.21264 -0.82980 -1.3 -0.4 -1.4
O -0.32148 1.91595 0.66079 2.2 1.6 -0.3
F -2.27714 1.71098 1.62154 1.1 -1.5 -1.4
Br -2.04634 -1.69052 0.46093 -0.1 0.5 -0.1
H 1.54777 1.74046 -0.13157 0.7 0.3 -0.3
H 1.71084 -1.41000 -0.11513 2.3 -0.4 1.1
H 0.37397 -2.15396 -0.68909 0.4 1.2 -1.0
H 1.46539 -1.08289 -1.89057 -1.2 -0.2 2.1
```
Positions in Å, forces in eV/Å.

Results of the Löwdin charge analysis, in e, for atoms 1 through 5:
1 C -0.0431
2 C -0.3251
3 C -0.5833
4 C -0.3609
5 C -0.0426